Record 1
Molecular formula: C51H93N3O21
Method: DFT, ωB97M-V/def2-TZVPD

Values from the calculation:
HOMO in Eh: -0.287
E_tot in eV: -101857.2716
ΔE to the lowest compared entry with this formula, charge and spin in eV: 0.000

Geometry as XYZ:
```
168
C51H93N3O21 (ωB97M-V/def2-TZVPD)
H -5.623 2.889 4.121
C -0.484 -3.849 1.941
H 0.101 -4.784 -3.686
H -6.203 2.708 1.445
O 4.949 0.899 4.044
C -0.449 -0.105 -0.966
H 1.741 -7.104 1.374
C 4.544 -0.808 1.312
H -3.591 0.688 4.952
H 1.301 -1.249 -0.701
H 1.687 0.480 -0.795
C 0.640 2.688 -5.584
O 1.723 -4.057 -0.698
H -2.149 0.217 0.406
H 1.011 2.251 -6.534
H 2.950 -3.610 -7.709
O -4.188 1.450 3.472
H -4.011 2.191 6.873
H 0.456 4.733 5.265
H 5.347 2.644 -2.093
C -3.084 4.546 -2.003
O 0.537 -3.562 0.959
H 4.714 -0.775 5.229
C 4.745 1.908 -2.559
C -0.382 2.816 4.725
C -4.031 0.867 2.198
H -0.390 2.621 1.451
H 0.003 5.194 0.428
O -3.880 -1.278 -1.155
H -0.886 1.301 3.266
H -2.665 2.570 -1.090
H -0.173 -1.588 -4.242
C -6.107 1.944 2.229
O -4.345 3.548 -0.196
O -0.450 0.074 1.419
O 4.997 0.647 -1.885
H -1.542 -5.453 -3.636
H 1.384 -0.988 1.520
H 5.199 -1.672 1.374
C 0.242 4.206 3.038
C -1.095 -2.193 -4.438
H 4.064 1.991 2.647
O -4.958 -2.904 -2.160
H -4.038 6.243 -0.991
C -1.861 -0.255 7.475
H -1.929 -1.500 -4.717
C -3.200 5.497 -0.856
C 0.213 3.983 4.481
H -1.470 -1.440 0.315
H -0.197 -4.522 2.694
H -2.101 4.408 -2.456
O -0.866 -2.964 -5.648
H 2.789 1.278 6.098
H -0.626 0.839 -1.457
C 2.593 1.183 4.082
H -4.531 0.673 -2.768
C 2.833 -1.522 -3.350
C 3.946 1.807 3.725
H -1.377 1.950 -5.237
H 5.070 0.702 6.149
H 2.501 -0.446 5.535
C 2.970 0.530 5.360
H -1.441 -4.177 1.395
C 0.970 -0.269 -0.392
O -4.265 -1.241 -3.391
C 2.506 -4.990 -1.426
C -0.375 1.671 -5.037
O 3.360 -5.741 1.582
H 1.341 2.164 -2.402
H 2.814 -1.772 -2.249
C 0.802 -4.546 0.098
C 1.614 2.877 -4.438
H 2.595 -6.029 -0.972
N 3.036 4.401 -0.636
N -0.570 2.186 3.556
H -2.817 0.079 -2.770
H 3.735 2.162 -2.496
H -3.800 4.845 -2.715
C -4.309 -1.773 -2.127
H 2.846 -7.564 2.587
H -0.795 -2.919 2.386
C -5.074 2.503 3.228
O 0.386 -5.697 0.029
H 2.103 -5.045 -2.472
H -7.090 1.613 2.543
H -2.145 -4.554 -5.829
H 1.929 -2.740 3.642
H 2.288 -0.639 -3.555
C -0.968 -4.574 -3.929
C -3.511 3.162 -1.375
H -1.031 -3.043 -2.415
H 0.943 6.778 -1.524
H -3.490 1.526 1.562
C 2.997 -2.879 3.540
C -2.174 -0.416 6.150
C -0.216 3.023 2.455
H -2.794 4.334 1.046
O 2.710 -1.646 -6.028
C 4.686 0.765 -0.578
N -3.133 0.537 5.862
H -2.564 -3.246 -3.354
O 4.549 1.810 0.062
H 1.745 -5.020 -7.363
H 0.082 3.624 -5.813
H 2.268 0.501 3.273
H -5.805 -4.418 -1.052
C -5.441 0.709 1.574
H -4.508 3.299 2.768
O 2.515 -2.739 -4.030
H 2.118 3.822 -4.528
H 5.066 1.687 -3.570
C -3.770 0.095 -3.302
H 3.347 -3.550 4.338
H 0.601 5.116 2.629
H -3.650 0.454 -4.289
H 1.489 0.770 1.409
C 0.956 5.151 -0.065
H -0.340 -4.875 -5.988
H 1.795 1.904 4.177
H 3.528 -1.069 1.538
H -1.222 -0.839 8.091
H 4.950 -0.002 1.970
H 2.175 3.603 1.131
H 3.699 3.651 -0.733
H -4.069 -3.920 -0.761
H 1.238 -3.326 -7.352
C -3.666 4.622 0.394
H -5.362 -2.946 -0.030
C 2.562 -2.643 -5.367
C 2.759 -4.908 2.435
H 4.028 2.768 4.248
C -1.127 -4.318 -5.393
H -2.282 6.041 -0.651
H -1.804 -1.063 5.413
O 2.328 -3.884 -5.768
C 2.090 -3.981 -7.132
C -2.563 0.801 7.981
C 1.937 4.238 0.313
H -2.599 1.272 8.979
H 3.870 -1.276 -3.526
H 3.379 -7.616 0.962
H 2.379 2.134 -4.642
H 3.625 -1.946 3.494
C -3.359 1.296 6.961
C -1.252 -0.390 0.284
H -0.701 2.387 5.664
H -5.471 0.721 0.454
H 3.502 -4.498 -1.466
C -5.091 -3.581 -0.927
C -1.475 -3.272 -3.360
C 0.771 2.654 -3.210
C 2.694 5.377 -1.504
H -4.331 5.264 0.971
H -4.208 2.612 -2.033
H 3.384 5.725 -2.269
C 0.911 -0.084 1.122
H -0.151 0.633 -5.363
O -0.280 1.799 -3.590
C 4.497 0.311 5.291
C 2.782 -7.116 1.653
H 0.353 3.558 -2.751
H -0.643 -0.830 -1.790
H -6.042 -0.240 1.860
O 4.664 -0.497 -0.110
O 1.920 -5.299 3.199
H -3.585 -0.133 2.336
O 3.291 -3.677 2.334
C 1.480 5.886 -1.131
```


Record 2
Molecular formula: C51H96F24N12O15
Method: DFT, ωB97M-V/def2-TZVPD

Values from the calculation:
HOMO in Eh: -0.325
E_tot in eV: -168262.8958

Geometry as XYZ:
```
198
C51H96F24N12O15 (ωB97M-V/def2-TZVPD)
H 1.142 -3.823 2.040
F 0.093 3.966 0.418
F 1.287 -5.846 2.327
C -2.556 1.679 3.638
H -8.145 -0.524 0.789
O 2.439 -7.329 -2.735
H -3.316 5.916 -5.796
C -3.956 -0.933 -3.472
C 1.059 2.900 3.583
H -5.964 0.421 5.801
C -0.686 3.877 -0.686
H -9.011 -2.047 0.542
F -1.335 5.055 -0.750
H 1.269 -0.648 5.464
C 4.876 -2.471 0.001
H 5.985 -0.078 3.445
N 3.583 -6.085 -1.233
H 0.715 -0.391 -5.255
H 3.882 -5.183 -0.904
H -3.422 -1.250 -2.587
C 0.315 2.334 -4.091
H 5.207 3.926 1.753
H 6.489 0.728 6.144
H 4.585 -3.231 0.727
H 2.415 -4.019 -2.566
H 1.675 2.154 0.254
H -5.025 3.028 -6.820
C 3.460 0.705 -1.683
F 0.519 -1.477 1.623
C 3.520 -0.547 3.149
H 3.454 -4.759 -3.920
N -3.383 5.302 -4.954
C 2.973 5.250 -1.937
H 1.748 -5.118 -3.785
F -2.042 -7.597 -7.336
C 2.728 1.776 0.418
C -5.493 2.147 -1.882
H 3.525 4.584 -2.615
H -0.585 3.339 -5.763
H 3.959 -8.203 -1.061
O 0.824 -3.212 4.674
F 1.195 -2.085 -0.299
F -2.398 2.905 0.545
C -0.506 7.626 1.356
H 5.308 -7.157 -0.709
H 3.893 5.197 1.961
H 3.977 -7.373 0.430
H 0.826 3.914 3.933
H -4.264 1.155 -3.820
H -5.075 -1.952 1.890
H 3.176 2.521 1.062
N 0.661 8.297 3.462
C -5.335 -0.415 6.181
H 3.729 0.855 -3.821
O -5.707 0.125 3.390
O -3.719 3.109 -4.606
H -0.718 8.579 0.899
O 0.144 0.960 2.796
H 1.434 0.992 -2.984
C -0.819 -6.421 -3.537
H -3.222 2.262 4.289
H 1.736 2.371 4.272
H -3.579 4.121 -7.459
H 2.161 7.499 4.666
N 0.723 1.074 -3.702
H -0.858 -0.078 -4.480
F -1.412 -8.757 -5.069
F 0.681 -8.092 -5.233
F -0.455 -4.852 3.991
H -3.275 -0.853 -4.284
N 3.356 5.250 -0.584
C 0.851 -4.496 4.179
H 2.700 8.738 3.392
F -2.335 2.331 -1.540
H 7.444 1.013 4.708
C 0.581 -1.065 0.326
C 0.392 -0.546 6.124
C -4.438 3.988 -6.749
F -0.477 0.463 5.907
H -2.524 0.189 -0.289
H 5.340 -2.985 -0.842
H 3.624 -1.600 3.404
H -5.793 -3.959 -1.919
N 5.555 0.350 4.205
O 6.185 -1.191 1.642
F -0.196 -8.719 -7.649
O 3.612 0.858 5.140
F -2.645 -4.906 -3.464
H -2.497 6.579 -3.603
H -5.167 2.441 -0.898
N -6.993 -2.010 -0.080
F 1.417 -5.378 5.034
O -5.008 -0.050 -1.045
F -2.005 -5.602 -0.818
F 2.873 -4.471 2.968
N -4.828 -1.165 5.081
H -4.801 -1.712 -3.602
O 0.782 3.405 -3.625
H 4.979 -0.053 -2.923
H -4.913 -2.735 -1.140
C 4.256 -7.261 -0.565
H -4.528 -2.124 5.177
H 1.639 3.018 2.660
O -7.068 -4.112 0.755
C 0.684 7.605 2.293
C 4.496 4.679 -0.106
H 2.717 0.792 0.879
C -0.858 -0.900 -0.207
C -0.769 2.396 -5.164
C -1.594 2.630 -0.472
C 4.789 4.918 1.400
H 1.083 -0.121 0.218
C 2.868 -6.230 -2.351
H 7.662 0.344 0.614
H -6.597 2.081 -1.735
C 7.391 0.264 -0.442
C -0.523 -1.845 6.020
C 1.520 -4.565 2.802
H -0.875 1.640 -6.002
F -0.853 -1.014 -1.574
H -3.516 -1.624 2.522
O 2.720 -0.308 -1.447
C -0.113 2.048 3.251
F -1.343 -1.744 4.968
H -1.770 0.349 1.266
H 0.170 -6.704 -3.204
H -1.339 7.423 1.956
F -1.262 -1.885 7.176
C -1.620 0.333 0.212
C -6.568 -3.276 -0.001
H 5.606 5.593 1.561
H -6.029 -1.059 6.756
H -4.741 -4.376 -0.561
O -0.871 -6.484 -4.964
H -0.296 6.854 0.694
C -3.806 4.060 -5.358
F -0.569 -4.117 -3.728
O 1.668 6.979 2.000
H 1.960 4.850 -2.035
H 4.059 -0.306 2.222
O -0.874 1.524 -0.181
H -4.540 -2.850 3.275
C -8.082 -1.609 0.780
H 1.775 9.260 4.898
F -0.006 -4.697 -1.194
H -0.305 -6.789 -7.533
C 4.232 0.274 4.241
H 6.202 2.171 5.216
C -4.984 0.720 -2.021
H -1.719 2.421 -4.659
C -0.588 -7.736 -5.544
H -3.010 1.626 2.659
C 6.461 1.104 5.150
H 3.017 6.302 -2.294
H -0.018 3.698 -1.558
H 3.924 -1.914 -0.194
H -5.196 2.794 -2.669
C 0.232 -3.120 5.979
H 2.491 -0.215 2.994
C 2.647 -4.984 -3.123
F 0.794 -0.483 7.413
C -4.521 -1.864 2.818
H -1.543 -7.250 -3.221
O 5.254 4.028 -0.821
H -7.888 -1.946 1.745
H -1.482 5.042 -3.888
N -1.333 2.496 3.651
C -1.289 -4.778 -1.575
H 1.030 -3.033 6.670
H -5.189 4.762 -6.900
H 8.348 -0.012 -0.967
C 0.189 -0.161 -4.305
H -0.405 -3.958 6.123
H 6.197 -1.138 -1.477
H -1.789 -3.795 -1.381
H 4.068 2.523 -1.042
H -2.547 0.611 4.068
N 6.492 -0.840 -0.578
C -0.754 -7.632 -7.045
C 1.944 8.463 4.151
N 3.439 1.763 -0.847
H -1.378 3.398 4.070
C 5.892 -1.416 0.473
H -4.548 0.104 6.743
C -5.098 -0.870 3.780
H -6.514 -1.258 -0.530
H 2.775 5.644 0.174
C 4.314 0.816 -2.885
H 7.019 1.153 -0.874
H -3.004 5.248 -2.916
H 0.369 -1.057 -3.670
H -0.065 8.968 3.585
N -4.498 0.385 -3.202
C -1.340 -5.086 -3.084
C -5.430 -3.641 -0.921
F -1.586 -1.989 0.189
H 4.914 1.700 -2.827
C -2.451 5.524 -3.821
```


| no. | LUMO level (eV) |
| --- | --- |
| 1 | 0.5 |
| 2 | 0.2 |